Record 1
34
Properties=species:S:1:pos:R:3 method="wB97M-V/def2-TZVPD" multiplicity=1 lumo_ev=5.12 homo_ev=-2.2 total_charge=-2 homo_lumo_gap_ev=7.29
Ca 0.691 0.928 -0.027
B 2.362 -1.024 0.301
H 1.602 -0.664 1.112
H 3.453 -0.565 0.464
H 2.403 -2.231 0.409
H 1.941 -0.645 -0.722
B -0.221 2.241 1.782
H 0.223 2.838 0.896
H -0.730 3.031 2.540
H -1.058 1.542 1.368
H 0.576 1.594 2.339
B 2.746 2.380 -0.296
H 3.627 3.202 -0.253
H 1.748 2.836 -0.709
H 3.040 1.465 -0.972
H 2.444 1.966 0.752
B -0.289 1.256 -2.163
H 0.853 1.091 -2.131
H -0.516 2.238 -1.568
H -0.772 1.368 -3.260
H -0.722 0.347 -1.584
C -1.879 -2.747 -0.624
C -2.866 -2.047 0.308
C -2.073 -0.807 0.829
O -0.739 -0.956 0.348
C -0.517 -2.280 -0.104
H -2.005 -2.375 -1.638
H -1.957 -3.832 -0.536
H -3.165 -2.596 1.203
H -3.757 -1.745 -0.243
H -2.012 -0.773 1.917
H -2.505 0.107 0.430
H -0.164 -2.913 0.717
H 0.236 -2.231 -0.885

---

Record 2
93
Properties=species:S:1:pos:R:3 method="wB97M-V/def2-TZVPD" multiplicity=5 lumo_ev="-7.06 / -7.67" homo_ev="-13.1 / -13.7" total_charge=+2 homo_lumo_gap_ev="6.08 / 6.06"
Mn -1.017 0.395 1.051
O -1.001 -0.388 2.756
O -1.630 0.787 2.797
O -0.114 -0.999 -0.017
C -0.354 -2.242 -0.048
N 0.282 -3.030 -0.921
C -0.193 -4.384 -0.987
C -1.378 -4.123 0.582
O -1.942 -5.065 0.978
N -1.238 -2.838 0.770
C 0.718 -5.400 -0.502
C 1.787 -5.046 0.352
C 2.632 -6.011 0.852
C 2.425 -7.351 0.531
C 1.371 -7.719 -0.305
C 0.525 -6.760 -0.816
C -1.171 -4.623 -2.087
C -2.190 -5.576 -1.996
C -3.049 -5.786 -3.064
C -2.903 -5.055 -4.234
C -1.893 -4.107 -4.335
C -1.041 -3.882 -3.268
H 0.950 -2.644 -1.568
H 1.941 -4.010 0.621
H 3.453 -5.731 1.499
H 3.089 -8.109 0.928
H 1.225 -8.760 -0.562
H -0.270 -7.051 -1.491
H -2.329 -6.141 -1.086
H -3.841 -6.519 -2.975
H -3.575 -5.223 -5.066
H -1.765 -3.544 -5.251
H -0.255 -3.144 -3.377
N -3.886 -0.718 -3.622
C -4.224 -1.683 -2.723
O -4.612 -2.789 -3.023
C -4.052 -1.328 -1.265
C -4.906 -1.909 -0.333
C -4.702 -1.677 1.013
C -3.608 -0.925 1.404
N -2.781 -0.381 0.503
C -3.005 -0.555 -0.807
H -4.079 -0.924 -4.590
H -3.884 0.251 -3.357
H -5.708 -2.548 -0.684
H -5.350 -2.106 1.765
H -3.358 -0.769 2.444
H -2.286 -0.115 -1.485
C 6.999 6.577 -0.966
C 5.633 5.910 -0.852
S 5.487 5.137 0.745
O 5.466 6.157 1.750
O 6.421 4.044 0.810
C 3.825 4.395 0.744
C 3.896 2.876 0.663
N 2.711 2.242 1.275
C 1.703 1.669 0.600
N 0.800 1.176 1.457
C 1.243 1.443 2.727
C 2.414 2.107 2.617
N 3.240 2.571 3.712
O 4.298 3.098 3.437
O 2.745 2.470 4.812
C 1.635 1.586 -0.884
H 7.087 7.048 -1.943
H 7.798 5.845 -0.860
H 7.118 7.342 -0.200
H 5.499 5.122 -1.598
H 4.818 6.633 -0.925
H 3.252 4.834 -0.076
H 3.397 4.727 1.689
H 4.781 2.517 1.171
H 3.937 2.534 -0.368
H 0.712 1.142 3.612
H 2.522 1.092 -1.283
H 1.567 2.579 -1.332
H 0.767 1.012 -1.182
C -1.328 5.421 2.237
C -1.018 3.976 1.863
S -1.764 3.543 0.286
O -1.486 2.041 0.083
C -3.515 3.660 0.674
C -3.968 2.953 1.936
H -0.760 5.683 3.129
H -2.383 5.566 2.466
H -1.041 6.115 1.445
H -1.353 3.253 2.608
H 0.052 3.833 1.698
H -3.992 3.263 -0.225
H -3.718 4.734 0.688
H -3.581 1.937 1.992
H -5.056 2.899 1.938
H -3.665 3.491 2.835

---

Record 3
11
Properties=species:S:1:pos:R:3 method="wB97M-V/def2-TZVPD" multiplicity=1 lumo_ev="-0.15 / -0.15" homo_ev="-9.1 / -9.1" total_charge=0 homo_lumo_gap_ev="8.97 / 8.97"
C -0.916 2.989 0.540
C -0.363 1.865 0.671
C 0.002 0.561 0.441
C 0.543 0.027 -0.822
C 0.536 -1.430 -0.615
N -0.054 -1.743 0.492
N -0.411 -0.560 1.078
H -0.534 0.528 -0.950
H 1.221 0.542 -1.495
H 0.966 -2.208 -1.240
H -0.989 -0.571 1.902

---

Record 4
15
Properties=species:S:1:pos:R:3 method="wB97M-V/def2-TZVPD" multiplicity=2 lumo_ev="-5.80 / -9.34" homo_ev="-12.7 / -12.6" total_charge=+1 homo_lumo_gap_ev="6.85 / 3.30"
C -2.164 -0.398 -3.073
C -1.935 -0.500 -1.764
H -2.799 -1.014 -3.691
H -1.778 0.533 -3.474
H -2.124 -1.301 -1.056
H -1.674 0.420 -1.244
C 2.021 0.999 0.960
C 1.216 0.439 2.058
C 0.767 -0.881 2.116
H 2.817 1.578 1.440
H 1.373 1.622 0.327
H 2.435 0.295 0.239
H 0.670 1.175 2.647
H -0.073 -1.170 2.745
H 1.247 -1.795 1.769

---

Record 5
44
Properties=species:S:1:pos:R:3 method="wB97M-V/def2-TZVPD" multiplicity=1 lumo_ev=-1.04 smiles="O=C1N=C(CCc2cccc(N3CCCC3)n2)N=C2C=CC=C(Cl)[C@@H]12" homo_ev=-7.9 total_charge=0 homo_lumo_gap_ev=6.91
O -2.079 -0.246 -3.284
C -1.247 -0.458 -2.402
N -1.431 -1.473 -1.473
C -0.400 -2.153 -1.076
C -0.624 -3.261 -0.051
C 0.453 -3.341 1.049
C 0.859 -1.935 1.465
C 2.206 -1.561 1.408
C 2.534 -0.232 1.555
C 1.506 0.635 1.825
C 0.184 0.218 1.943
N -0.826 1.122 2.233
C -2.198 0.655 2.499
C -2.958 1.960 2.597
C -2.190 2.954 1.765
C -0.758 2.493 1.747
N -0.135 -1.048 1.704
N 0.876 -1.935 -1.614
C 1.087 -0.803 -2.241
C 2.407 -0.626 -2.854
C 2.594 0.368 -3.772
C 1.589 1.362 -4.108
C 0.387 1.337 -3.455
Cl -0.790 2.582 -3.856
C 0.073 0.297 -2.365
H -0.688 -4.218 -0.604
H -1.594 -3.117 0.443
H 0.044 -3.998 1.827
H 1.330 -3.885 0.659
H 2.979 -2.300 1.227
H 3.563 0.076 1.511
H 1.766 1.697 1.917
H -2.577 0.033 1.687
H -2.250 0.043 3.428
H -3.968 1.853 2.218
H -3.023 2.291 3.636
H -2.256 3.965 2.142
H -2.561 2.979 0.733
H -0.115 3.109 2.400
H -0.381 2.510 0.721
H 3.198 -1.356 -2.601
H 3.551 0.497 -4.291
H 1.748 2.090 -4.877
H 0.117 0.818 -1.417

---

Record 6
15
Properties=species:S:1:pos:R:3 method="wB97M-V/def2-TZVPD" multiplicity=1 lumo_ev=0.91 smiles="C=C(C)O.C" homo_ev=-8.9 total_charge=0 homo_lumo_gap_ev=9.78
C 1.504 -0.408 -0.015
C 0.642 0.188 0.811
C 0.902 1.464 1.549
O -0.601 -0.292 1.102
H 2.482 0.023 -0.192
H 1.266 -1.340 -0.524
H 1.864 1.893 1.262
H 0.108 2.188 1.334
H 0.897 1.284 2.629
H -0.743 -1.105 0.597
C -1.700 -0.763 -1.887
H -1.971 -0.032 -1.122
H -0.678 -0.569 -2.223
H -1.763 -1.775 -1.471
H -2.387 -0.688 -2.732

---

The following ΔE to the lowest compared entry with this formula, charge and spin values (in kJ/mol) correspond, in order, to the records above: 33.7; 18.1; 540.1; 225.9; 208.0; 73.0.